Molecular formula: C11H66CdF6N2O29S2
Method: DFT, ωB97M-V with the def2-TZVPD basis set

Calculated values
- LUMO (hartree) = -0.03660
- calculated total energy (Eh) = -4313.45997
- energy above the lowest of the compared OMol25 structures with the same formula, charge and spin (kJ/mol) = 0.00
- multiplicity = 1
- HOMO-LUMO gap (hartree) = 0.2251
- net charge = 0
- maximum force (eV/Å) = 3.87

Geometry as XYZ:
```
117
Properties=species:S:1:pos:R:3:forces:R:3:mulliken_charge:R:1
Cd 2.006648 -3.718927 1.982222 0.015 1.645 -0.639 0.772
S 0.189563 -3.283128 4.667469 0.597 1.448 0.778 1.068
S -0.477739 -5.539428 3.189247 0.516 -0.169 -0.503 0.810
F -1.561016 -4.926992 0.860879 -0.302 -0.098 -0.291 -0.126
F -2.307294 -3.691744 2.487407 0.321 0.223 -0.281 -0.219
F 0.354999 -5.111841 6.614609 0.172 -0.240 -0.140 -0.180
F 1.283304 -3.231003 7.044938 0.240 -0.038 -0.218 -0.191
F 2.268361 -4.631795 5.701940 0.230 -0.095 -0.109 -0.221
F -2.986557 -5.696069 2.338929 0.304 -0.384 -0.403 -0.220
O -0.259509 5.914324 -1.121140 0.129 -0.180 -0.072 -0.605
O -4.919664 -3.061490 -3.326429 0.173 -0.107 0.610 -0.637
O 0.922605 -2.053587 4.480923 0.115 -0.729 0.096 -0.954
O 1.323931 4.580131 -4.502687 0.301 -0.030 -0.070 -0.661
O 1.240753 0.452161 3.116046 -0.089 -0.007 0.154 -0.739
O -2.392512 4.444577 0.869243 -0.031 0.218 0.070 -0.618
O -0.478856 -4.803094 -2.065897 0.125 0.095 0.116 -0.663
O 3.020578 2.529326 3.883499 0.102 -0.182 -0.216 -0.669
O 3.892087 3.318797 1.063703 -0.268 0.016 -0.136 -0.649
O -1.446175 4.675399 -4.881973 -0.009 -0.150 -0.148 -0.652
O 3.891335 3.681629 -1.571953 -0.094 0.279 -0.329 -0.604
O 0.211283 -6.502666 2.368985 0.066 0.725 -0.325 -0.693
O -3.988387 2.320963 2.063106 0.247 -0.199 0.079 -0.657
O 3.891321 -3.614758 0.941263 0.977 0.006 -0.013 -0.437
O 1.256964 -4.801675 0.245672 -0.076 -0.641 -1.234 -0.618
O -4.164728 -1.986374 4.703267 -0.054 -0.094 -0.023 -0.644
O 3.906619 3.872916 -4.959242 -0.221 -0.131 0.485 -0.629
O 0.331167 4.203291 1.281501 0.216 0.148 -0.232 -0.647
O -1.186547 -3.205263 5.042736 0.491 -0.509 -0.396 -0.594
O -3.033169 -1.591656 -4.787648 0.219 0.171 0.079 -0.656
O -4.808465 2.436330 -2.680634 0.095 -0.184 0.207 -0.650
O 1.010852 -1.982377 1.198779 -0.117 -0.512 -0.196 2.061
O -4.841882 -2.122873 -0.588158 0.252 -0.241 0.170 -0.630
O -1.050891 -6.016343 4.399874 0.056 0.577 0.115 -0.548
O -2.808664 4.436334 -1.916294 -0.098 -0.268 -0.400 -0.613
O 5.948797 -1.814822 1.580900 -0.027 -0.073 0.053 -0.626
O -0.232141 2.832766 3.787819 -0.171 0.059 -0.218 -0.719
O 3.796698 1.224264 -6.279604 -0.119 -0.318 -0.098 -0.650
O -4.780115 0.692841 -0.070422 0.299 -0.267 -0.196 -0.673
N 0.545238 -4.184040 3.350283 -2.792 -2.216 1.512 -0.189
N 0.790276 -0.820967 0.448799 -0.050 1.449 0.743 -0.434
C -0.876096 0.660539 -0.636683 -0.172 0.212 -1.140 -0.828
C 2.091569 -1.742491 -1.513472 1.224 0.522 0.242 -1.561
C -0.650519 -0.596005 0.199193 -0.127 -0.496 0.082 2.434
C -1.305379 -1.787755 -0.520955 0.120 -0.332 -0.245 -0.712
C 3.126558 -0.197330 0.209446 0.123 0.238 -0.069 -0.675
C 1.825793 -0.554019 -0.536716 0.276 -0.539 -0.527 1.419
C 1.526790 0.659586 -1.421210 -1.081 1.197 -1.048 -1.094
C -1.940009 -4.911637 2.132120 0.306 0.123 1.286 0.682
C 0.053779 0.797186 -1.832343 0.667 -0.582 0.758 -1.073
C 1.100800 -4.152560 6.101152 -1.098 0.744 -0.020 0.547
C -1.357059 -0.423459 1.547796 -0.627 0.180 -0.234 -1.052
H 2.971809 4.009269 -4.682672 0.255 0.183 -0.401 0.442
H -2.001054 4.965436 -1.884503 0.011 0.075 0.231 0.205
H -2.069975 -1.616424 -4.767163 -0.018 -0.011 -0.006 0.306
H -5.039739 -2.076613 4.314672 -0.004 0.080 -0.005 0.279
H -1.333399 -2.664095 0.124179 0.181 0.012 0.065 -0.414
H -1.830552 0.613094 -1.171912 -0.504 -0.088 0.924 0.021
H 1.195864 3.801354 1.127750 -0.051 -0.049 0.166 0.186
H 3.763307 0.344362 -0.497174 0.358 -0.398 -0.004 0.675
H -1.696282 4.066348 -4.175691 -0.110 0.122 0.065 0.313
H -4.704407 -0.249192 -0.298790 -0.118 0.141 0.036 0.254
H -4.402432 2.006041 -3.437588 -0.030 0.046 -0.043 0.277
H 4.361842 2.494849 1.219111 0.019 -0.024 0.027 0.354
H 3.994442 4.636139 -1.480800 0.088 -0.052 -0.080 0.272
H -1.437995 4.535484 1.027204 -0.063 -0.188 -0.212 0.346
H -0.875832 1.571778 -0.036101 0.171 -0.037 0.117 0.242
H 3.682198 3.541784 -2.504076 0.095 -0.058 -0.007 0.255
H -4.192608 3.145631 -2.443361 0.018 0.128 -0.181 0.393
H -2.902579 4.096386 -1.013539 0.287 0.212 0.206 0.446
H 0.956875 -0.194444 3.780061 0.190 -0.024 -0.158 0.355
H 3.415869 1.802298 -5.612997 0.167 0.169 -0.023 0.351
H 3.294661 3.036137 3.108685 -0.155 -0.014 0.058 0.387
H 1.084238 0.010025 2.256167 0.006 0.017 -0.148 0.385
H 4.499311 1.755308 -6.663188 0.007 0.057 0.053 0.304
H -4.980491 -2.666775 0.193189 -0.054 0.090 0.062 0.280
H -0.167986 1.733899 -2.342034 0.259 0.130 -0.059 0.690
H 0.154801 5.294511 -0.498736 -0.203 0.115 0.069 0.326
H -0.731512 -2.041237 -1.415403 -0.056 -0.041 -0.056 0.135
H -1.150689 0.531661 2.030893 0.337 -0.055 -0.055 -0.147
H -3.556838 -2.006891 3.957648 0.056 0.039 0.068 0.339
H -3.249016 -0.668136 -4.955400 -0.039 -0.035 -0.069 0.311
H 6.445990 -1.877147 2.403994 -0.020 -0.055 -0.008 0.305
H 2.009852 0.614031 -2.403049 0.685 -0.446 0.351 0.532
H 0.977273 -4.310624 -0.548404 -0.038 0.172 0.189 0.281
H 2.486265 1.790395 3.535542 0.177 0.203 0.129 0.357
H -3.400790 3.012471 1.732681 -0.041 -0.050 -0.047 0.384
H 0.255444 6.722647 -1.048386 -0.059 0.025 0.030 0.283
H -4.508848 -2.733003 -1.262512 -0.420 0.127 -0.182 0.277
H 3.633494 -1.046484 0.664102 -0.007 -0.103 -0.278 -0.928
H -4.006601 1.630336 1.374422 -0.239 0.321 0.128 0.366
H 2.641219 -2.545706 -1.018907 -0.622 -0.290 0.174 -0.265
H 3.732827 3.330073 0.097367 0.152 -0.152 0.413 0.302
H -4.663753 1.167619 -0.905215 -0.220 0.105 -0.047 0.376
H 0.712933 4.217499 -5.159394 -0.272 0.092 0.213 0.350
H 0.264633 2.012660 3.616402 0.074 0.017 -0.050 0.406
H 0.070289 3.916521 2.175838 0.171 -0.329 0.360 0.286
H 1.227353 -2.076613 -2.079632 -0.086 -0.141 0.170 0.309
H -2.334872 -1.586314 -0.822820 0.041 0.223 0.117 0.302
H -0.454833 -5.598370 -1.525776 -0.286 -0.172 -0.204 0.307
H -2.741425 5.340813 0.927162 -0.073 -0.049 0.047 0.293
H 4.584422 -2.963731 1.173102 0.140 0.180 0.136 0.254
H 1.358852 5.521020 -4.704220 -0.085 0.004 0.057 0.272
H -1.134488 -1.245826 2.224515 0.065 -0.017 -0.001 -0.470
H -4.267944 -2.347949 -3.399269 -0.078 -0.124 -0.449 0.344
H -1.259117 -4.326039 -1.756662 0.055 0.067 0.020 0.308
H -2.435135 -0.390116 1.358241 -0.012 -0.178 0.030 0.325
H 5.888881 -0.870583 1.396597 -0.109 -0.031 -0.061 0.302
H 0.890446 -5.687478 0.148474 0.104 -0.058 0.438 0.325
H -1.137314 2.534413 3.937137 -0.044 0.092 -0.046 0.327
H 1.890360 1.609566 -1.021952 -0.141 -0.094 0.570 0.057
H -0.130732 -0.005988 -2.556603 -0.270 0.004 0.050 0.106
H 4.146115 4.679494 -5.423560 0.032 -0.019 -0.015 0.250
H 4.206429 -4.058406 0.146717 -0.272 -0.163 0.016 0.286
H -1.314879 5.515576 -4.431828 -0.111 -0.015 0.068 0.305
H -4.435471 -3.851505 -3.585685 -0.034 0.039 -0.206 0.303
H 2.955555 0.511062 1.022227 -0.421 -0.022 -0.029 0.198
H 2.840443 -1.387495 -2.229362 -0.189 0.038 -0.186 0.538
```
Forces are in eV/Å.

***

Molecular formula: C11H6Cl2N2
Method: DFT, ωB97M-V with the def2-TZVPD basis set

Calculated values
- LUMO (alpha / beta) (hartree) = 0.00164 / -0.10586
- calculated total energy (Eh) = -1452.42503
- multiplicity = 3
- HOMO-LUMO gap (alpha / beta) (hartree) = 0.2225 / 0.2362
- net charge = 0
- maximum force (eV/Å) = 5.37

Geometry as XYZ:
```
21
Properties=species:S:1:pos:R:3:forces:R:3:mulliken_spin:R:1
Cl 4.522278 0.636239 -1.436879 0.148 0.015 -0.154 0.028
Cl 3.311638 3.434242 -0.571144 0.151 0.230 -0.081 -0.002
N 1.206527 2.102120 0.145952 0.750 0.681 -0.300 0.128
N 2.358032 -0.401110 -0.448438 0.008 -0.138 0.324 -0.047
C 0.564431 0.955456 0.316781 -1.572 -0.617 -0.232 0.106
C -1.847135 0.195865 -0.033252 -3.500 -3.138 -2.195 0.374
C -1.537297 -2.067132 -0.701232 1.046 -1.907 -0.533 0.523
C 0.370194 -1.334161 0.741470 1.908 -3.177 -0.445 0.284
C 1.163550 -0.285795 0.085998 -0.331 0.341 0.004 0.069
C -2.119123 1.406608 0.792307 0.959 0.282 -1.221 0.008
C -0.792579 0.694660 0.637240 1.859 4.419 2.419 0.392
C -0.508846 -2.247163 0.264233 0.016 0.335 0.569 -0.162
C 2.975620 0.747742 -0.714807 -0.007 -0.355 0.083 0.195
C 2.421989 1.986547 -0.367062 -0.749 0.170 0.506 -0.035
C -2.246697 -0.898160 -0.780989 -0.688 3.263 1.076 0.024
H -2.648375 1.287492 1.728979 -0.171 -0.341 0.035 0.043
H -3.181740 -0.866731 -1.319524 -0.162 -0.023 0.080 0.005
H -1.943175 -2.952141 -1.170364 0.030 -0.024 -0.143 0.028
H 0.832562 -1.583175 1.695988 0.116 -0.258 -0.067 0.002
H -0.608262 -3.169835 0.830873 0.036 0.052 0.183 0.013
H -2.293593 2.358431 0.303871 0.154 0.192 0.092 0.025
```
Forces are in eV/Å.

***

Molecular formula: C11H6ClN2O4PdSe3Te
Method: DFT, ωB97M-V with the def2-TZVPD basis set

Calculated values
- LUMO (hartree) = 0.03410
- calculated total energy (Eh) = -8893.80637
- energy above the lowest of the compared OMol25 structures with the same formula, charge and spin (kJ/mol) = 54.68
- multiplicity = 1
- HOMO-LUMO gap (hartree) = 0.2043
- net charge = -1
- maximum force (eV/Å) = 0.46

Geometry as XYZ:
```
29
Properties=species:S:1:pos:R:3:forces:R:3:mulliken_charge:R:1
Te -1.229376 3.462484 0.045623 -0.149 0.059 0.034 0.031
Pd -0.233738 1.030220 -0.285552 0.201 0.100 0.397 -0.055
Se -2.715058 0.688004 -0.114857 0.178 -0.129 -0.348 -0.212
Se -1.407853 -1.162041 -0.313112 -0.061 0.156 0.128 -0.218
Se 1.050593 3.148181 -0.722690 -0.023 -0.037 -0.023 -0.265
Cl 5.585177 -0.186875 -0.228800 -0.068 -0.037 -0.026 -0.197
O 1.459462 -0.079275 3.703309 -0.107 -0.041 0.047 -0.785
O 5.632082 -0.063877 2.623952 -0.011 0.030 0.029 -0.644
O -0.047605 0.670654 2.236144 0.080 0.013 0.033 -0.446
O 3.859106 -0.300876 3.928515 0.039 -0.035 -0.058 -0.596
N 1.763916 0.211080 0.170808 0.213 0.134 -0.223 -0.616
N 2.907340 0.129147 -0.581427 -0.034 -0.004 0.034 0.493
C 3.967346 0.014855 0.267838 0.083 -0.093 -0.016 0.606
C 1.065864 0.268238 2.555132 -0.051 0.013 -0.130 0.864
C 4.428333 -0.113689 2.775355 -0.031 -0.021 -0.012 0.529
C 3.521529 0.021768 1.571719 0.137 -0.033 -0.097 -0.283
C 1.467313 -0.024452 -4.006698 -0.069 0.011 0.078 -0.865
C 2.121977 0.160151 1.444074 -0.173 -0.040 0.173 0.159
C 2.585649 0.011045 -4.819146 0.071 0.006 -0.026 -0.429
C 3.975366 0.146682 -2.842939 -0.048 0.086 0.007 -0.698
C 1.600537 0.016957 -2.630699 0.134 0.026 0.073 0.275
C 3.831486 0.101492 -4.222119 0.028 -0.001 -0.012 -0.725
C 2.847873 0.096947 -2.023869 -0.106 -0.032 0.011 0.791
H 2.790026 -0.259791 3.853730 0.034 0.079 -0.037 0.453
H 0.721223 0.017951 -2.016855 -0.283 -0.234 -0.067 0.390
H 4.966643 0.231332 -2.447814 0.026 0.033 0.068 0.301
H 4.727277 0.143660 -4.828771 -0.016 0.002 -0.019 0.354
H 2.491997 -0.019438 -5.896768 -0.006 -0.005 0.002 0.382
H 0.470815 -0.078431 -4.424983 0.012 -0.003 -0.022 0.406
```
Forces are in eV/Å.